1.
66
Properties=species:S:1:pos:R:3:forces:R:3:lowdin_spin:R:1 method="wB97M-V/def2-TZVPD" orbital_gap_ha="0.2644 / 0.2602" multiplicity=4 de_lowest_kcal_mol=5.3
Cr -1.487231 -0.546835 1.353033 0.0 -0.1 1.0 2.83
O -4.011326 1.966727 3.043112 -0.1 0.1 0.1 0.01
C -2.887057 1.536276 2.949730 0.0 0.0 0.1 0.01
O -2.402678 1.059606 1.826107 0.4 -0.1 -0.3 0.03
C -1.938832 1.574362 4.143964 -0.1 0.1 0.1 0.00
C -0.511742 1.987357 3.765819 0.0 0.1 -0.1 0.00
C 0.269960 2.385693 5.021720 0.0 0.1 0.0 0.00
C 0.542201 1.002428 5.656053 0.0 -0.1 0.1 0.00
C -0.145750 0.074643 4.651028 0.1 -0.2 0.1 0.00
O 0.095410 0.739234 3.402746 0.1 0.0 -0.1 0.02
C -1.669287 0.182711 4.807747 0.0 0.0 0.1 0.00
C -2.417474 -0.969824 4.157745 -0.1 0.1 0.1 0.01
O -3.326938 -1.520944 4.725639 -0.1 -0.1 0.1 0.01
O -1.995651 -1.337936 2.970000 0.3 -0.1 -0.3 0.02
H -2.381627 2.269003 4.857121 0.0 -0.1 0.0 0.00
H -0.451433 2.686656 2.933845 0.0 0.0 0.0 0.00
H -0.304115 3.050592 5.665005 0.0 0.0 0.0 0.00
H 1.199059 2.887535 4.754292 0.0 0.0 0.0 0.00
H 0.126966 0.898145 6.657190 0.0 0.0 0.0 0.00
H 1.609580 0.791400 5.703612 0.0 0.0 0.0 0.00
H 0.238519 -0.942056 4.605881 0.0 0.0 0.0 0.00
H -1.963919 0.184053 5.856622 0.0 0.0 -0.1 0.00
Br 1.890606 2.416727 -5.115812 0.0 0.0 0.0 0.00
C 2.605580 0.870142 -4.291380 0.0 0.0 0.0 0.00
C 1.826029 -0.274539 -4.200922 0.0 0.1 0.0 0.00
C 2.324683 -1.395588 -3.563959 0.1 -0.1 -0.1 0.00
C 3.613896 -1.377436 -3.042089 0.2 0.1 -0.1 0.00
C 4.409408 -0.249840 -3.205231 -0.1 0.0 0.0 0.00
C 3.902000 0.890856 -3.804311 -0.1 0.0 0.0 0.00
N 4.254983 -2.541228 -2.501674 0.0 0.0 -0.4 0.01
N 3.688061 -3.305427 -1.713231 0.0 0.0 0.4 0.00
C 2.457083 -2.973994 -1.075513 -0.1 -0.1 0.0 0.01
C 1.551484 -4.004668 -0.956220 -0.1 0.1 0.0 0.00
C 0.279030 -3.846059 -0.392941 0.1 0.1 0.0 0.01
C -0.087167 -2.618042 0.135128 0.1 0.0 0.0 0.00
O -1.222254 -2.351863 0.705754 0.0 -0.1 -0.2 0.01
C 0.893260 -1.570457 0.111583 0.0 -0.1 0.0 0.00
N 0.506562 -0.427528 0.745641 -0.2 0.1 0.1 -0.02
C 1.339280 0.586113 0.828345 0.0 -0.1 0.0 0.01
C 2.648634 0.500536 0.330002 -0.1 0.0 0.0 0.00
C 3.060399 -0.643553 -0.295582 0.0 0.0 0.0 0.01
C 2.161522 -1.720395 -0.468702 0.1 -0.1 0.1 0.00
H 0.839958 -0.290033 -4.641677 -0.1 0.0 0.0 0.00
H 1.722717 -2.291727 -3.498179 0.0 0.0 0.0 0.00
H 5.431026 -0.276708 -2.851731 0.1 0.0 0.0 0.00
H 4.513975 1.773743 -3.914602 0.0 0.0 0.0 0.00
H 1.845822 -4.967029 -1.354110 0.0 -0.1 0.0 0.00
H -0.410325 -4.675092 -0.333079 0.0 0.0 0.0 0.00
H 0.982786 1.474652 1.323729 0.0 0.0 0.0 0.00
H 3.321568 1.333953 0.465850 0.0 0.0 0.0 0.00
H 4.080474 -0.727848 -0.642782 0.0 0.0 0.1 0.00
C -2.523750 -0.412388 -3.854692 0.0 0.0 0.0 0.00
C -2.654304 0.797395 -2.921449 0.0 -0.1 0.0 0.00
C -1.743396 1.944777 -3.372563 0.0 0.0 0.0 0.00
C -4.113117 1.257455 -2.825598 0.0 0.0 0.0 0.00
C -2.220283 0.377962 -1.582389 0.1 -0.1 0.5 0.03
N -1.886543 0.064317 -0.531228 -0.3 0.2 -1.2 0.00
H -2.819389 -0.111793 -4.859040 0.0 0.0 0.0 0.00
H -3.168083 -1.227853 -3.531051 0.0 0.0 0.0 0.00
H -1.497970 -0.775829 -3.885828 0.1 0.0 0.0 0.00
H -2.036092 2.246445 -4.377658 0.0 0.0 0.0 0.00
H -0.698150 1.640201 -3.397083 0.0 0.0 0.0 0.00
H -1.839810 2.803414 -2.710899 0.0 0.0 0.0 0.00
H -4.440432 1.571094 -3.816022 0.0 0.0 0.0 0.00
H -4.216873 2.096929 -2.140857 0.0 0.0 0.0 0.00
H -4.759521 0.451382 -2.483961 0.0 0.0 0.0 0.00

=====

2.
13
Properties=species:S:1:pos:R:3:forces:R:3:lowdin_spin:R:1 method="wB97M-V/def2-TZVPD" orbital_gap_ha="0.2984 / 0.2204" multiplicity=3 charge=+1 de_lowest_kcal_mol=13.4
C 0.208794 0.347388 0.828733 -6.5 1.8 -0.9 0.02
C -1.321983 0.828646 0.555653 1.2 -0.5 -1.8 0.02
N 0.592286 0.635231 1.973742 1.1 0.3 1.0 0.16
N 0.893195 -0.160131 -0.201403 -0.2 -0.1 -1.9 0.55
N 0.281867 -0.681357 -1.425046 2.2 -2.2 2.3 0.05
I -2.682924 -0.825212 -0.062535 0.4 0.3 -0.2 -0.01
I 2.930710 -0.692327 -0.001863 3.2 -0.9 0.1 1.16
H -1.316704 1.676544 -0.268908 -0.4 -1.7 2.0 0.00
H -1.878910 0.938689 1.473945 0.7 1.2 0.2 0.00
H 1.582138 0.461823 2.002930 0.9 -0.1 0.9 0.01
H 0.331112 -0.018663 -2.184396 -0.3 0.4 -0.4 0.01
H -0.682966 -1.009310 -1.101165 0.2 -0.1 -1.1 0.00
H 1.063381 -1.501327 -1.589693 -2.4 1.8 -0.2 0.02

=====

3.
14
Properties=species:S:1:pos:R:3:forces:R:3:nbo_charge:R:1 method="wB97M-V/def2-TZVPD" orbital_gap_ha=0.3775 smiles="OC1CC=CC1" de_lowest_kcal_mol=45.5
O -2.296313 0.380155 0.057112 0.4 0.6 0.5 -0.72
C -0.911101 0.274618 -0.284765 0.9 0.2 0.0 0.15
C 0.419123 1.355260 -0.005001 -0.7 -0.4 -0.2 -0.47
C 1.535115 0.340919 0.124570 -0.2 -0.2 -0.1 -0.19
C 1.118062 -0.916639 0.221465 0.2 0.0 0.1 -0.19
C -0.368585 -1.046072 0.244402 0.0 0.0 0.0 -0.49
H -2.603617 -0.493344 0.362719 0.4 0.7 -0.1 0.47
H -0.894467 0.350685 -1.375192 0.2 -0.4 0.0 0.16
H 0.653610 2.169515 0.720814 -1.3 -0.7 0.3 0.23
H 0.426962 1.902548 -0.947673 0.3 -0.1 -0.1 0.21
H 2.587672 0.600587 0.252596 -0.3 0.2 -0.3 0.21
H 1.763260 -1.776697 0.344203 0.1 0.1 0.1 0.21
H -0.742654 -1.936514 -0.278175 0.0 0.3 -0.1 0.22
H -0.704910 -1.120528 1.291861 0.1 -0.1 -0.1 0.21

=====

4.
8
Properties=species:S:1:pos:R:3:forces:R:3:nbo_charge:R:1 method="wB97M-V/def2-TZVPD" orbital_gap_ha="0.2942 / 0.2388" de_lowest_kcal_mol=143.0
C 0.389973 -0.367813 1.103682 0.1 1.3 0.0 0.17
N 0.503491 -1.233288 0.123474 0.8 -2.7 -1.0 -0.16
N -0.236956 0.746781 0.856702 -0.8 0.2 0.3 -0.75
O -0.528666 0.634022 -2.970087 -0.2 0.0 -0.3 -0.80
O 0.008667 -0.922354 -1.200515 0.0 0.9 2.0 -0.52
S -0.919029 0.331555 -1.621264 1.0 -0.1 1.2 1.49
H 0.939163 -0.623331 2.116144 -1.1 0.2 -2.3 0.21
H -0.156643 1.434429 1.591863 0.1 0.3 0.1 0.36

=====

5.
9
Properties=species:S:1:pos:R:3:forces:R:3:nbo_charge:R:1 method="wB97M-V/def2-TZVPD" orbital_gap_ha=0.3509 de_lowest_kcal_mol=55.5
C -0.796984 0.013111 0.536329 1.1 -3.0 2.3 -0.94
Si 0.331016 -0.514162 -1.073441 0.0 1.4 2.5 0.85
S 0.005866 1.483644 1.256169 -0.7 0.7 -0.1 -0.04
H -1.858526 0.323332 0.359355 1.0 -0.4 0.1 0.25
H -0.810562 -0.944993 1.605740 -0.2 2.8 -3.7 0.22
H 1.806235 -0.250164 -0.579157 -1.3 -0.8 -0.5 -0.14
H 0.110479 0.586138 -1.996383 -0.2 0.2 -0.5 -0.16
H -0.030479 -1.792953 -1.683241 0.2 -0.3 0.0 -0.16
H 1.242953 1.096048 1.574629 0.0 -0.6 -0.2 0.12

=====

6.
9
Properties=species:S:1:pos:R:3:forces:R:3:nbo_charge:R:1 method="wB97M-V/def2-TZVPD" orbital_gap_ha=0.3253 de_lowest_kcal_mol=59.7
C 2.005555 0.446665 -0.006118 -0.1 -4.8 -0.6 -0.64
N -2.772990 -0.395944 0.257761 0.5 -1.5 -0.9 -1.01
O 0.564553 -1.667538 -0.205326 0.4 -0.9 0.7 -0.94
O -0.814069 1.079191 -0.150294 0.4 0.1 -0.1 -0.93
S 1.983773 -1.263253 -0.176024 0.7 3.9 -0.2 1.11
S -1.423558 -0.220999 -0.382867 -2.5 1.0 0.4 1.54
H 2.752047 1.101403 -0.373872 0.9 0.3 0.3 0.23
H 0.994454 0.692907 0.193175 -0.5 1.1 0.1 0.25
H -3.289768 0.227566 0.843563 0.1 0.8 0.4 0.39

=====

no.,energy (eV)
1,-146168.930
2,-22830.283
3,-7360.282
4,-18975.125
5,-19844.942
6,-28337.833